Computed, not measured: the molecule C5H8BNO3 at a distorted geometry, with ωB97M-V with the def2-TZVPD basis set.

Values from the calculation:
Kohn-Sham gap   9.07 eV
Total energy   -13624.4757 eV
ΔE to the lowest compared entry with this formula, charge and spin   17.4 kcal/mol
SMILES string   OB(O)[C@]1(O)CC=CC=N1

Each line ends with the natural charge from an NBO analysis.
Atoms and positions in Å:
B  0.630  0.490  -1.624  1.1263
C  0.193  -0.512  2.296  -0.3279
C  -0.841  0.244  1.919  -0.0704
C  0.938  -1.213  1.345  0.0927
C  -1.155  0.599  0.540  -0.4958
C  -0.341  -0.296  -0.529  0.0912
N  0.690  -1.146  0.073  -0.4589
O  0.855  1.838  -1.369  -0.9072
O  0.958  -0.081  -2.818  -0.9265
O  -1.156  -1.252  -1.149  -0.7131
H  0.313  -0.538  3.333  0.2175
H  -1.439  0.712  2.675  0.2005
H  1.778  -1.874  1.729  0.1875
H  -2.298  0.575  0.360  0.2406
H  -0.974  1.699  0.357  0.2529
H  1.297  2.349  -2.066  0.4879
H  1.082  0.382  -3.698  0.5136
H  -0.531  -1.977  -1.373  0.4890

=====

Computed, not measured: a structure of composition C5H8BiO6 at a distorted geometry, with ωB97M-V with the def2-TZVPD basis set.

Values from the calculation:
Spin multiplicity   2
Charge   +4
Kohn-Sham gap (spin up / spin down)   3.33 / 3.18 eV
Total energy   -23375.8029 eV
ΔE to the lowest compared entry with this formula, charge and spin   0.0 kcal/mol

Each line ends with the Mulliken spin population.
Atoms and positions in Å:
O  4.395  0.769  -0.265  -0.0859
C  3.294  0.367  -0.484  0.0376
O  1.648  -1.384  -0.865  0.1060
C  0.890  -1.511  -1.923  -0.0211
C  3.022  -1.108  -0.889  -0.0115
O  1.408  -1.458  -3.095  -0.0033
O  -0.327  -1.486  -1.842  -0.0295
H  2.536  1.130  -0.825  -0.0065
H  3.515  -1.291  -1.853  -0.0076
H  3.492  -1.704  -0.089  0.0241
O  -2.097  2.061  2.503  0.7348
C  -1.895  1.255  1.384  0.0437
C  -3.078  0.317  1.297  0.0233
O  -3.172  -0.483  0.241  -0.0018
H  -1.338  2.636  2.639  -0.0137
H  -0.908  0.669  1.436  0.0859
H  -4.070  0.846  1.387  0.0055
H  -3.210  -0.312  2.221  0.0107
Bi  -2.266  -1.162  -1.434  0.0047
H  -1.837  1.848  0.455  0.1045

=====

Computed, not measured: a cluster of 2 separate species, C5H8Br2 in total at a distorted geometry, with ωB97M-V with the def2-TZVPD basis set.

Values from the calculation:
Kohn-Sham gap   8.02 eV
Total energy   -145394.6351 eV
ΔE to the lowest compared entry with this formula, charge and spin   106.3 kcal/mol

Each line ends with the natural charge from an NBO analysis.
Atoms and positions in Å:
C  -0.052  -0.840  0.724  -0.2046
C  -0.032  0.328  0.101  -0.2370
C  0.841  -1.899  0.495  -0.6446
C  -4.196  1.096  1.992  -0.7861
C  -3.589  -0.223  1.497  -0.0592
Br  0.866  0.876  -1.543  -0.0186
Br  -4.737  -1.292  0.584  0.1232
H  -0.434  -0.670  1.683  0.2268
H  -0.537  1.234  0.508  0.2112
H  1.442  -1.551  -0.219  0.2186
H  0.222  -2.798  0.261  0.2235
H  1.441  -2.206  1.362  0.2242
H  -4.185  1.212  3.058  0.2607
H  -3.444  1.785  1.665  0.2573
H  -5.190  1.189  1.637  0.2046

=====

Computed, not measured: a cluster of 2 separate species, C5H8Br2O2 in total at a distorted geometry, with ωB97M-V with the def2-TZVPD basis set.

Values from the calculation:
Kohn-Sham gap   10.08 eV
Total energy   -149491.5605 eV
ΔE to the lowest compared entry with this formula, charge and spin   74.4 kcal/mol
SMILES string   C=C=CCBr.OC(O)Br

Each line ends with the natural charge from an NBO analysis.
Atoms and positions in Å:
C  -0.178  -0.743  1.038  -0.2977
C  -1.099  0.107  0.725  0.1362
C  -2.291  0.648  0.615  -0.4554
C  0.927  -0.445  1.991  -0.3916
C  -0.451  -1.537  -2.526  0.3783
O  -1.163  -2.120  -1.403  -0.7346
O  0.640  -0.928  -1.979  -0.7005
Br  2.617  0.057  1.047  -0.0561
Br  -1.580  -0.243  -3.616  -0.0827
H  -0.115  -1.701  0.768  0.1841
H  -2.558  1.432  -0.087  0.2234
H  -0.163  -2.348  -3.264  0.1606
H  -3.011  0.565  1.416  0.2202
H  1.100  -1.299  2.610  0.2175
H  0.637  0.389  2.554  0.2165
H  -0.593  -2.531  -0.725  0.4876
H  1.366  -0.803  -2.689  0.4941

=====

Computed, not measured: a cluster of 2 separate species, C5H8Br2O2S in total at a distorted geometry, with ωB97M-V with the def2-TZVPD basis set.

Values from the calculation:
Spin multiplicity   3
Kohn-Sham gap (spin up / spin down)   6.24 / 7.38 eV
Total energy   -160322.5573 eV

Each line ends with the Mulliken spin population.
Atoms and positions in Å:
C  -0.720  -0.729  1.460  0.0588
C  -0.195  0.647  1.785  0.0090
C  -0.173  -1.263  0.203  -0.0210
C  -0.421  -0.140  -0.805  0.7122
C  1.021  -0.079  -2.340  1.0687
O  1.401  1.745  -0.151  -0.0098
O  -1.018  2.431  -0.094  0.0143
S  0.025  1.435  0.086  0.0312
Br  1.768  -1.501  0.460  0.0464
Br  -2.202  -0.171  -1.451  0.1378
H  -0.656  -1.348  2.367  0.0087
H  -1.868  -0.768  1.324  -0.0021
H  -0.681  1.446  2.261  0.0005
H  0.817  0.587  2.365  0.0045
H  -0.598  -2.248  -0.211  0.0084
H  1.508  -1.011  -2.187  -0.0256
H  1.482  0.880  -1.885  -0.0417
H  0.511  0.085  -3.187  -0.0003

=====

Computed, not measured: the molecule C5H8BrN at a distorted geometry, with ωB97M-V with the def2-TZVPD basis set.

Values from the calculation:
Kohn-Sham gap (spin up / spin down)   8.07 / 6.88 eV
Total energy   -76842.3701 eV
ΔE to the lowest compared entry with this formula, charge and spin   90.6 kcal/mol

Each line ends with the natural charge from an NBO analysis.
Atoms and positions in Å:
C  0.008  1.287  0.224  -0.2027
C  -1.307  1.318  0.076  -0.0873
C  -0.176  -1.268  0.656  -0.1363
C  0.736  -0.113  0.440  -0.3405
C  1.612  -0.398  -0.787  -0.5824
N  -2.021  0.229  0.483  -0.4851
Br  -3.494  -0.237  -0.551  0.1594
H  0.617  2.106  -0.033  0.2072
H  -1.855  2.149  -0.106  0.2129
H  -0.493  -1.803  -0.232  0.2006
H  -0.144  -1.668  1.756  0.2218
H  1.356  -0.038  1.355  0.2176
H  0.841  -0.760  -1.524  0.1972
H  2.268  -1.235  -0.600  0.2084
H  2.051  0.430  -1.158  0.2094